71
Properties=species:S:1:pos:R:3 method="wB97M-V/def2-TZVPD" multiplicity=2 e_homo_ev="-0.958 / -0.562" homo_lumo_gap_ev="4.951 / 4.555" largest_force_ev_per_a=1.53 total_charge=-2
Cr 1.026 -0.169 -0.150
S -3.109 3.479 -1.216
C -3.299 2.430 -2.577
C -4.186 2.556 -3.632
C -4.151 1.608 -4.643
C -3.223 0.568 -4.580
C -2.337 0.445 -3.527
C -2.364 1.377 -2.483
N -1.558 1.398 -1.378
C -1.770 2.407 -0.613
C -1.020 2.843 0.540
C -1.154 4.198 0.902
C -0.402 4.789 1.887
C 0.542 4.024 2.558
C 0.650 2.678 2.273
C -0.138 2.015 1.321
H -4.888 3.381 -3.663
H -4.838 1.686 -5.478
H -3.193 -0.162 -5.380
H -1.624 -0.366 -3.490
H -1.861 4.805 0.350
H -0.529 5.841 2.113
H 1.185 4.471 3.306
H 1.385 2.094 2.805
I 3.300 1.287 0.554
C 2.072 -1.943 0.250
C 3.168 -2.629 0.722
C 3.249 -4.033 0.566
C 2.235 -4.771 -0.002
C 1.058 -4.121 -0.444
C -0.123 -4.728 -0.940
C -1.215 -3.937 -1.211
C -1.196 -2.528 -1.056
C -0.047 -1.861 -0.663
C 1.041 -2.715 -0.332
H 3.993 -2.115 1.210
H 4.145 -4.547 0.907
H 2.312 -5.853 -0.083
H -0.173 -5.806 -1.073
H -2.132 -4.413 -1.553
H -2.122 -1.988 -1.247
C 4.107 -1.535 -2.491
Ge 3.091 0.047 -3.104
C 4.368 1.571 -3.192
C 2.781 -0.334 -5.052
C 1.387 0.346 -2.196
H 4.829 -1.856 -3.250
H 3.426 -2.362 -2.286
H 4.642 -1.306 -1.570
H 5.204 1.312 -3.849
H 4.758 1.822 -2.207
H 3.871 2.454 -3.603
H 3.733 -0.327 -5.592
H 2.125 0.416 -5.499
H 2.315 -1.313 -5.189
H 0.634 -0.094 -2.861
H 1.220 1.436 -2.214
C -0.874 -1.519 2.272
C -0.813 -0.002 2.412
C -0.125 0.274 3.771
C -2.260 0.524 2.480
N -0.072 0.609 1.289
H -1.392 -1.948 3.137
H 0.130 -1.942 2.219
H -1.405 -1.796 1.368
H -0.585 -0.344 4.548
H -0.209 1.320 4.070
H 0.932 0.009 3.699
H -2.819 0.019 3.273
H -2.754 0.342 1.522
H -2.275 1.599 2.672

158
Properties=species:S:1:pos:R:3 method="wB97M-V/def2-TZVPD" multiplicity=2 e_homo_ev="-10.635 / -10.635" homo_lumo_gap_ev="8.052 / 3.671" largest_force_ev_per_a=4.76 total_charge=+1
C -29.175 22.870 -9.843
C -29.823 24.164 -10.322
N -29.927 24.209 -11.805
C -28.614 24.715 -12.258
C -28.529 24.867 -13.772
C -31.074 25.079 -12.097
C -32.518 24.506 -11.671
H -29.209 22.838 -8.754
H -28.104 22.729 -9.991
H -29.602 21.995 -10.333
H -30.776 23.983 -9.825
H -29.381 25.069 -9.906
H -28.310 25.707 -11.925
H -27.818 24.004 -12.035
H -28.635 23.941 -14.338
H -29.146 25.626 -14.254
H -27.574 25.296 -14.074
H -31.280 25.161 -13.164
H -30.945 26.067 -11.656
H -32.493 24.691 -10.597
H -32.507 23.465 -11.995
H -33.283 25.190 -12.038
C -26.466 27.261 -16.799
C -26.664 26.239 -17.902
N -26.144 26.725 -19.169
C -25.008 25.821 -19.464
C -24.260 26.238 -20.797
C -27.134 26.970 -20.231
C -28.311 27.847 -19.881
H -27.063 28.159 -16.955
H -25.429 27.587 -16.880
H -26.588 26.892 -15.781
H -26.062 25.378 -17.614
H -27.681 25.856 -17.987
H -24.206 25.828 -18.726
H -25.295 24.792 -19.683
H -23.256 25.842 -20.949
H -24.868 25.794 -21.585
H -24.247 27.308 -21.006
H -27.592 26.087 -20.677
H -26.645 27.552 -21.012
H -29.033 27.825 -20.698
H -27.952 28.875 -19.825
H -28.716 27.649 -18.889
O -23.592 23.948 -14.824
C -22.558 24.117 -15.529
N -22.559 23.565 -16.756
C -21.289 24.967 -15.110
H -21.787 23.795 -17.365
H -23.286 22.975 -17.136
H -21.575 26.009 -14.963
H -20.465 24.877 -15.819
H -21.038 24.465 -14.176
O -25.339 22.293 -11.117
C -25.517 21.199 -10.674
N -26.670 20.623 -10.826
C -24.435 20.449 -9.880
H -26.667 19.615 -10.901
H -27.325 21.258 -11.258
H -24.308 21.064 -8.989
H -23.530 20.609 -10.466
H -24.396 19.405 -9.570
O -24.016 26.817 -11.055
C -24.066 25.542 -10.998
N -25.051 24.936 -11.633
C -23.277 24.770 -10.019
H -25.213 23.939 -11.597
H -25.584 25.575 -12.206
H -22.700 25.522 -9.482
H -22.591 24.063 -10.487
H -23.879 24.208 -9.305
O -29.495 19.633 -18.912
C -29.006 19.034 -18.016
N -29.346 19.193 -16.739
C -27.716 18.135 -18.111
H -30.073 19.856 -16.512
H -28.934 18.614 -16.021
H -27.263 18.234 -17.125
H -27.012 18.609 -18.795
H -27.842 17.060 -18.240
O -27.719 21.431 -13.611
C -26.847 21.978 -14.318
N -25.856 22.714 -13.892
C -27.027 21.924 -15.861
H -25.252 23.118 -14.594
H -25.648 22.753 -12.905
H -28.070 22.052 -16.150
H -26.668 20.989 -16.291
H -26.533 22.791 -16.298
O -31.442 21.067 -15.629
C -31.712 21.810 -14.662
N -30.786 22.333 -13.892
C -33.128 22.188 -14.358
H -30.729 22.979 -13.118
H -29.840 22.134 -14.185
H -33.237 23.269 -14.456
H -33.387 21.956 -13.325
H -33.753 21.657 -15.075
O -25.048 21.805 -18.335
C -25.592 21.275 -19.315
N -24.960 20.347 -20.042
C -26.990 21.803 -19.790
H -24.004 20.126 -19.802
H -25.461 19.652 -20.576
H -27.486 22.168 -18.890
H -27.570 21.045 -20.316
H -26.996 22.655 -20.469
O -27.422 17.529 -14.888
C -26.648 17.508 -13.913
N -26.531 18.559 -13.092
C -25.942 16.238 -13.555
H -27.045 19.396 -13.327
H -26.582 18.356 -12.104
H -25.307 16.299 -12.671
H -25.210 16.023 -14.333
H -26.745 15.501 -13.532
O -30.241 25.894 -17.089
C -30.590 24.756 -17.032
N -31.735 24.430 -16.506
C -29.775 23.612 -17.678
H -32.223 25.095 -15.923
H -31.946 23.445 -16.427
H -30.131 22.760 -17.098
H -28.693 23.732 -17.646
H -30.130 23.683 -18.706
O -30.184 18.448 -11.492
C -30.145 18.354 -12.669
N -29.423 19.194 -13.430
C -30.741 17.137 -13.364
H -29.126 18.713 -14.267
H -28.957 20.038 -13.129
H -30.938 17.300 -14.423
H -31.621 16.885 -12.773
H -29.986 16.354 -13.293
C -18.962 17.147 -9.640
C -18.960 16.041 -10.403
C -19.788 16.097 -11.526
C -20.511 17.199 -11.878
C -20.416 18.407 -11.109
C -19.559 18.330 -10.004
C -21.139 19.673 -11.505
O -21.032 20.647 -10.852
C -21.849 19.643 -12.862
C -22.407 20.777 -13.428
C -23.162 20.757 -14.581
C -23.366 19.511 -15.253
C -22.823 18.311 -14.736
C -22.080 18.402 -13.548
C -21.444 17.104 -13.057
O -21.627 16.071 -13.704
H -18.464 17.145 -8.682
H -18.453 15.123 -10.145
H -19.811 15.186 -12.106
H -19.319 19.125 -9.314
H -22.353 21.734 -12.932
H -23.649 21.644 -14.959
H -23.995 19.380 -16.121
H -22.958 17.341 -15.191

112
Properties=species:S:1:pos:R:3 method="wB97M-V/def2-TZVPD" multiplicity=2 e_homo_ev="-11.874 / -11.874" homo_lumo_gap_ev="9.158 / 1.880" largest_force_ev_per_a=8.17 total_charge=+1
Li -10.315 17.593 14.392
N -10.025 17.501 16.273
S -10.893 17.914 17.454
O -10.276 18.754 18.466
O -11.931 16.937 17.880
F -11.706 19.051 16.684
S -8.757 16.835 17.201
O -9.239 15.877 18.153
O -7.638 17.688 17.583
F -8.071 15.953 16.046
C -7.533 20.445 19.107
C -6.337 19.710 19.516
O -5.345 20.659 19.845
C -5.806 21.840 19.613
O -5.219 22.847 19.838
O -7.058 21.728 19.181
H -8.354 20.294 19.808
H -7.885 20.186 18.109
H -5.988 19.100 18.682
H -6.446 19.106 20.417
C -12.227 22.547 19.764
C -12.959 21.784 18.667
O -12.119 22.138 17.611
C -10.970 22.472 17.965
O -10.107 22.812 17.165
O -10.905 22.652 19.241
H -12.297 21.833 20.585
H -12.683 23.510 19.993
H -14.001 22.103 18.654
H -13.060 20.699 18.700
C -12.429 13.106 18.580
C -11.160 12.336 18.944
O -11.532 11.321 19.733
C -12.804 11.533 20.070
O -13.432 10.777 20.831
O -13.330 12.583 19.575
H -12.806 12.788 17.609
H -12.260 14.178 18.479
H -10.440 12.825 19.601
H -10.607 11.915 18.105
C -14.688 15.856 19.899
O -15.699 15.863 20.875
C -15.361 16.056 22.208
O -14.248 16.299 22.607
O -16.367 15.806 23.069
C -17.658 15.438 22.629
H -14.202 14.887 20.017
H -13.893 16.590 19.772
H -15.313 15.889 19.007
H -18.076 16.287 22.088
H -18.319 15.094 23.425
H -17.645 14.568 21.973
C -4.537 16.066 16.898
O -4.622 14.871 16.107
C -3.909 14.737 14.963
O -3.288 15.652 14.442
O -4.312 13.538 14.535
C -4.109 13.348 13.089
H -3.509 16.349 17.124
H -5.021 15.932 17.865
H -4.985 16.940 16.425
H -4.701 12.447 12.926
H -3.080 13.092 12.836
H -4.458 14.025 12.309
C -11.314 19.892 25.384
O -10.660 19.235 24.314
C -11.326 19.063 23.228
O -12.423 19.565 23.012
O -10.676 18.287 22.426
C -11.366 17.749 21.272
H -10.664 20.253 26.181
H -12.107 19.261 25.786
H -11.929 20.690 24.967
H -11.958 16.847 21.430
H -10.595 17.401 20.585
H -11.901 18.444 20.625
C -8.584 14.824 11.171
O -9.291 14.077 12.134
C -10.039 14.722 13.041
O -10.223 15.928 13.020
O -10.503 13.833 14.014
C -11.198 14.364 15.138
H -9.195 15.407 10.483
H -7.967 14.118 10.615
H -7.796 15.452 11.587
H -11.831 13.628 15.635
H -11.787 15.150 14.666
H -10.520 14.929 15.779
C -8.550 20.951 14.947
O -7.379 20.124 14.965
C -7.486 18.901 14.388
O -8.541 18.450 13.866
O -6.269 18.352 14.490
C -5.973 17.171 13.715
H -9.395 20.675 15.578
H -8.951 21.292 13.992
H -8.149 21.842 15.430
H -6.207 16.189 14.127
H -4.884 17.196 13.679
H -6.288 17.417 12.701
C -13.082 21.428 14.467
O -13.748 20.129 14.362
C -13.170 19.011 13.909
O -11.971 18.655 13.974
O -14.111 18.188 13.513
C -13.767 16.821 13.228
H -13.184 22.022 13.559
H -12.005 21.265 14.514
H -13.475 21.838 15.397
H -14.699 16.263 13.135
H -13.221 16.288 14.007
H -13.210 16.675 12.303

21
Properties=species:S:1:pos:R:3 method="wB97M-V/def2-TZVPD" e_homo_ev=-20.840 homo_lumo_gap_ev=6.536 largest_force_ev_per_a=6.47 total_charge=+3
Hf -0.226 0.246 1.182
O -0.727 -0.290 -0.599
H -1.387 -0.571 -1.269
O -2.197 1.374 1.320
H -2.389 2.315 1.148
H -2.894 1.121 1.903
O 0.078 2.216 0.172
H 0.630 2.472 -0.566
H 0.161 2.964 0.747
O 1.329 -2.538 -1.141
H 1.199 -2.077 -1.999
H 2.105 -3.145 -1.158
O -1.853 -1.144 1.738
H -1.846 -2.074 1.295
H -2.102 -1.227 2.637
O 0.995 -0.194 -2.638
H 1.919 -0.102 -2.434
H 0.538 -0.309 -1.849
O 1.829 0.302 0.502
H 2.443 -0.419 0.630
H 2.395 1.084 0.374

Repeat the first record exactly.
71
Properties=species:S:1:pos:R:3 method="wB97M-V/def2-TZVPD" multiplicity=2 e_homo_ev="-0.958 / -0.562" homo_lumo_gap_ev="4.951 / 4.555" largest_force_ev_per_a=1.53 total_charge=-2
Cr 1.026 -0.169 -0.150
S -3.109 3.479 -1.216
C -3.299 2.430 -2.577
C -4.186 2.556 -3.632
C -4.151 1.608 -4.643
C -3.223 0.568 -4.580
C -2.337 0.445 -3.527
C -2.364 1.377 -2.483
N -1.558 1.398 -1.378
C -1.770 2.407 -0.613
C -1.020 2.843 0.540
C -1.154 4.198 0.902
C -0.402 4.789 1.887
C 0.542 4.024 2.558
C 0.650 2.678 2.273
C -0.138 2.015 1.321
H -4.888 3.381 -3.663
H -4.838 1.686 -5.478
H -3.193 -0.162 -5.380
H -1.624 -0.366 -3.490
H -1.861 4.805 0.350
H -0.529 5.841 2.113
H 1.185 4.471 3.306
H 1.385 2.094 2.805
I 3.300 1.287 0.554
C 2.072 -1.943 0.250
C 3.168 -2.629 0.722
C 3.249 -4.033 0.566
C 2.235 -4.771 -0.002
C 1.058 -4.121 -0.444
C -0.123 -4.728 -0.940
C -1.215 -3.937 -1.211
C -1.196 -2.528 -1.056
C -0.047 -1.861 -0.663
C 1.041 -2.715 -0.332
H 3.993 -2.115 1.210
H 4.145 -4.547 0.907
H 2.312 -5.853 -0.083
H -0.173 -5.806 -1.073
H -2.132 -4.413 -1.553
H -2.122 -1.988 -1.247
C 4.107 -1.535 -2.491
Ge 3.091 0.047 -3.104
C 4.368 1.571 -3.192
C 2.781 -0.334 -5.052
C 1.387 0.346 -2.196
H 4.829 -1.856 -3.250
H 3.426 -2.362 -2.286
H 4.642 -1.306 -1.570
H 5.204 1.312 -3.849
H 4.758 1.822 -2.207
H 3.871 2.454 -3.603
H 3.733 -0.327 -5.592
H 2.125 0.416 -5.499
H 2.315 -1.313 -5.189
H 0.634 -0.094 -2.861
H 1.220 1.436 -2.214
C -0.874 -1.519 2.272
C -0.813 -0.002 2.412
C -0.125 0.274 3.771
C -2.260 0.524 2.480
N -0.072 0.609 1.289
H -1.392 -1.948 3.137
H 0.130 -1.942 2.219
H -1.405 -1.796 1.368
H -0.585 -0.344 4.548
H -0.209 1.320 4.070
H 0.932 0.009 3.699
H -2.819 0.019 3.273
H -2.754 0.342 1.522
H -2.275 1.599 2.672